Below is an isolated molecule of C6H6 at a distorted geometry, with properties calculated with ωB97M-V with the def2-TZVPD basis set.

Structure (XYZ):
```
12
Properties=species:S:1:pos:R:3:forces:R:3:nbo_charge:R:1
C 0.935 -0.341 0.964 0.48 -2.24 -1.96 -0.2071
C -0.397 -0.721 1.072 -1.17 2.48 2.74 -0.2072
C -1.352 -0.019 0.333 1.11 0.33 -1.23 -0.2115
C -0.897 0.637 -0.817 -1.01 -1.59 -0.96 -0.2149
C 0.397 0.420 -1.276 0.76 1.33 1.37 -0.2231
C 1.341 0.021 -0.325 -0.05 0.21 -0.03 -0.2055
H 1.708 -0.684 1.639 -0.23 0.06 0.30 0.2132
H -0.769 -1.063 2.038 0.27 -0.57 -0.16 0.2060
H -2.387 0.119 0.607 -0.07 -0.57 0.16 0.2171
H -1.656 0.986 -1.510 0.14 0.59 0.13 0.2086
H 0.780 0.881 -2.174 -0.29 -0.34 -0.42 0.2146
H 2.388 -0.038 -0.593 0.05 0.30 0.06 0.2097
```
Forces are in eV/Å.

Computed properties:
multiplicity = 1
HOMO = -9.20 eV
SMILES = c1ccccc1
charge = 0
relative energy (zero: lowest compared OMol25 entry of this formula, charge and spin) = 0.9439 eV
HOMO-LUMO gap = 10.16 eV


Below is a structure of composition C30H42N6O6OsPS, with properties calculated with ωB97M-V with the def2-TZVPD basis set.

Structure (XYZ):
```
87
Properties=species:S:1:pos:R:3:forces:R:3:lowdin_charge:R:1
Os -0.721 -0.071 -0.231 0.03 0.07 0.07 1.6894
C -1.057 3.895 -4.163 0.03 0.04 0.03 -0.0210
O -0.411 3.512 -2.933 -0.12 -0.07 0.05 -0.1127
C -1.124 3.794 -1.798 0.09 0.06 -0.13 -0.2147
C -1.572 5.071 -1.490 -0.06 -0.02 0.05 0.0534
C -2.261 5.324 -0.307 0.03 -0.02 -0.04 -0.0192
C -2.478 4.301 0.590 0.00 -0.01 0.01 0.0081
C -2.009 3.004 0.318 0.02 0.05 -0.02 -0.1369
C -2.198 2.007 1.318 -0.04 -0.03 0.08 -0.0013
N -1.768 0.778 1.269 -0.01 0.00 0.03 -0.1562
N -1.992 -0.010 2.397 0.02 0.01 -0.08 0.1207
C -1.531 -1.203 2.209 0.00 -0.05 -0.02 -0.3977
O -0.930 -1.522 1.050 -0.01 0.01 0.06 -0.2715
C -1.654 -2.259 3.213 0.02 -0.02 -0.04 -0.1735
C -2.404 -2.040 4.371 0.00 0.03 0.00 -0.0154
C -2.525 -3.050 5.308 -0.01 0.00 0.01 -0.0455
C -1.903 -4.275 5.097 0.00 -0.01 0.00 -0.0397
C -1.157 -4.496 3.946 -0.01 0.02 -0.01 -0.0508
C -1.032 -3.491 3.001 0.01 -0.01 0.01 -0.0239
C -1.345 2.757 -0.897 0.06 -0.12 0.01 -0.2070
O -0.910 1.526 -1.240 -0.04 0.13 -0.02 -0.2641
H -0.362 3.658 -4.964 0.00 -0.01 0.00 0.0940
H -1.267 4.963 -4.186 0.02 0.00 -0.02 0.0915
H -1.984 3.335 -4.292 0.00 0.00 0.01 0.1072
H -1.374 5.877 -2.184 -0.02 0.02 0.02 0.1354
H -2.611 6.323 -0.090 0.00 0.00 -0.01 0.1280
H -3.001 4.489 1.519 0.00 -0.01 0.00 0.1314
H -2.732 2.274 2.225 0.00 0.00 -0.01 0.1574
H -2.893 -1.087 4.522 0.00 0.00 0.01 0.1158
H -3.110 -2.887 6.202 0.00 0.00 0.00 0.1192
H -2.002 -5.062 5.832 0.00 0.00 0.00 0.1210
H -0.675 -5.451 3.788 0.00 0.00 0.00 0.1164
H -0.452 -3.655 2.103 0.00 0.00 0.00 0.1125
O 0.809 2.306 1.796 0.01 -0.02 0.00 0.0445
C 1.364 1.209 1.857 -0.04 0.05 -0.02 -0.6137
O 1.376 0.298 0.965 -0.01 -0.06 -0.04 -0.1605
C 2.124 0.855 3.143 0.01 0.01 0.02 -0.1503
N 2.014 2.047 4.066 0.03 -0.02 0.02 0.1017
C 3.404 2.598 4.276 0.01 0.00 0.00 -0.0804
C 4.278 1.366 4.136 0.00 0.01 -0.01 -0.1353
C 3.633 0.618 2.966 -0.01 -0.01 0.01 -0.1080
H 1.628 0.007 3.613 0.02 -0.01 0.02 0.1676
H 1.596 1.788 4.957 -0.02 0.00 0.00 0.1892
H 1.388 2.707 3.576 -0.01 0.02 -0.02 0.1570
H 3.453 3.107 5.234 0.00 0.00 0.00 0.1413
H 3.583 3.315 3.476 0.00 0.01 0.01 0.1426
H 4.246 0.767 5.048 0.00 0.00 0.00 0.1310
H 5.317 1.630 3.950 0.00 -0.01 0.01 0.1321
H 3.867 -0.444 2.965 0.00 0.00 -0.01 0.1295
H 3.967 1.039 2.016 0.00 0.02 0.00 0.1223
C 2.667 0.397 -4.428 -0.01 -0.01 -0.01 -0.0833
N 3.128 0.991 -3.080 -0.01 0.02 0.00 -0.0532
C 4.218 0.068 -2.503 0.00 -0.01 0.01 -0.0858
N 3.740 -1.265 -2.392 0.01 0.01 -0.01 -0.1355
C 3.306 -1.768 -3.697 -0.01 -0.01 0.01 -0.1258
N 2.235 -0.945 -4.259 0.01 0.00 -0.02 -0.1358
C 0.976 -1.071 -3.525 -0.01 0.02 0.04 -0.2561
P 1.216 -0.505 -1.787 -0.01 -0.06 0.02 0.9885
C 1.975 1.139 -2.131 0.00 0.00 0.00 -0.2108
C 2.735 -1.449 -1.346 -0.01 0.01 -0.02 -0.2470
H 3.530 0.447 -5.091 0.00 0.00 0.00 0.1555
H 1.870 1.038 -4.802 0.00 0.00 0.00 0.1503
H 3.533 1.914 -3.252 0.00 0.00 0.00 0.1922
H 4.504 0.478 -1.535 0.00 0.00 0.00 0.1492
H 5.057 0.122 -3.196 0.00 0.00 0.00 0.1551
H 2.960 -2.795 -3.593 0.00 0.00 0.00 0.1472
H 4.155 -1.758 -4.381 0.00 0.00 0.00 0.1503
H 0.647 -2.111 -3.532 0.01 0.00 0.00 0.1084
H 0.192 -0.478 -4.000 0.00 0.00 0.00 0.1144
H 2.330 1.571 -1.195 0.01 0.00 0.00 0.1119
H 1.231 1.810 -2.567 0.00 0.00 0.00 0.0914
H 2.501 -2.510 -1.246 0.00 0.00 0.00 0.1171
H 3.101 -1.096 -0.382 0.00 0.01 0.01 0.0952
O -1.743 -1.434 -1.689 -0.02 0.00 -0.06 -0.7017
S -2.266 -2.861 -1.332 0.05 -0.03 0.04 1.0273
C -3.261 -3.353 -2.754 -0.01 -0.01 -0.03 -0.2986
C -4.473 -4.040 -2.137 -0.02 0.02 0.02 -0.2128
C -4.956 -3.110 -1.023 0.00 -0.02 0.00 -0.1961
C -3.716 -2.646 -0.247 -0.02 0.02 -0.01 -0.2858
H -2.660 -3.984 -3.406 0.00 0.00 0.00 0.1017
H -3.524 -2.424 -3.264 -0.01 -0.01 -0.01 0.1112
H -4.197 -5.018 -1.737 0.01 0.00 0.00 0.1269
H -5.237 -4.206 -2.896 0.00 0.00 0.00 0.1331
H -5.654 -3.613 -0.356 -0.01 0.02 0.00 0.1282
H -5.471 -2.250 -1.450 0.02 0.00 -0.02 0.1250
H -3.520 -3.234 0.649 0.01 -0.02 -0.02 0.0964
H -3.731 -1.589 0.020 -0.01 0.00 0.04 0.0911
```
Forces are in eV/Å.

Computed properties:
multiplicity = 5
HOMO (spin up / spin down) = -15.38 / -15.47 eV
charge = +3
relative energy (zero: lowest compared OMol25 entry of this formula, charge and spin) = 0.1629 eV
HOMO-LUMO gap (spin up / spin down) = 7.66 / 5.77 eV


Below is a structure of composition C32H41CsGeN7S at a distorted geometry, with properties calculated with ωB97M-V with the def2-TZVPD basis set.

Structure (XYZ):
```
83
Properties=species:S:1:pos:R:3:forces:R:3:lowdin_charge:R:1
Cs 0.010 -0.111 1.213 0.37 0.46 0.32 0.8974
C 1.553 3.245 7.195 0.04 0.00 0.04 -0.0942
C 0.330 3.532 6.335 -0.05 -0.08 0.01 -0.2679
N -0.285 2.337 5.786 0.01 -0.13 0.06 -0.0567
C 0.230 1.647 4.722 0.17 0.04 -0.20 -0.8824
S -0.484 0.096 4.405 0.00 0.17 0.16 0.3257
N 1.241 2.255 4.128 -0.15 0.06 0.04 -0.0423
N 1.635 1.795 2.907 0.02 -0.15 0.21 -0.0521
C 2.839 2.114 2.596 0.07 -0.02 -0.14 -0.3026
C 3.776 2.806 3.547 0.01 0.10 -0.08 -0.0455
C 3.313 1.811 1.216 -0.04 -0.10 0.11 -0.2367
C 4.243 2.652 0.602 0.04 0.05 -0.04 -0.0217
C 4.671 2.379 -0.686 0.03 0.05 0.03 -0.0610
C 4.190 1.251 -1.331 0.04 0.05 0.04 -0.0582
C 3.289 0.458 -0.642 -0.06 0.02 0.15 -0.1499
N 2.840 0.725 0.585 0.24 0.11 -0.07 0.0114
H 1.991 4.175 7.567 -0.01 -0.03 -0.01 0.0672
H 2.304 2.718 6.606 -0.02 0.01 0.02 0.0515
H 1.289 2.624 8.055 0.01 0.02 -0.03 0.0689
H 0.605 4.178 5.505 0.00 0.02 -0.04 0.0986
H -0.433 4.050 6.921 -0.01 0.01 0.02 0.1056
H -0.854 1.772 6.395 -0.03 0.04 -0.02 0.0900
H 3.628 2.405 4.547 0.00 -0.02 0.01 0.0611
H 3.564 3.879 3.609 0.00 -0.03 0.00 0.0875
H 4.817 2.669 3.251 -0.03 0.01 0.00 0.0713
H 4.607 3.522 1.130 0.00 -0.01 -0.02 0.1095
H 5.378 3.038 -1.176 -0.02 -0.01 0.02 0.1076
H 4.498 0.983 -2.333 0.01 -0.01 0.02 0.0974
H 2.914 -0.448 -1.099 -0.03 0.01 0.00 0.0812
N -0.091 -3.387 1.632 -0.20 0.01 -0.20 -0.0297
C -1.103 -3.960 0.727 0.11 0.06 0.09 -0.2655
C -2.488 -3.446 1.065 0.00 0.11 -0.02 -0.2355
N -2.615 -2.010 0.846 -0.18 -0.08 0.03 -0.0964
C -3.942 -1.514 1.202 0.11 -0.05 -0.02 -0.2384
C -4.112 -0.042 0.886 0.10 0.10 0.10 -0.2730
N -3.205 0.778 1.699 -0.05 -0.16 -0.23 -0.0201
H 0.819 -3.790 1.442 0.01 0.04 0.01 0.0703
H -0.311 -3.612 2.597 0.00 0.01 0.00 0.0778
H -1.133 -5.054 0.755 0.02 -0.07 0.02 0.1094
H -0.860 -3.665 -0.296 0.01 0.02 0.00 0.0936
H -2.733 -3.726 2.103 -0.03 -0.01 0.03 0.1220
H -3.211 -3.953 0.422 -0.02 0.00 -0.03 0.1165
H -1.929 -1.528 1.406 -0.37 -0.27 0.23 -0.0720
H -4.166 -1.681 2.267 -0.03 -0.03 0.02 0.1236
H -4.681 -2.085 0.634 0.00 -0.01 -0.03 0.1165
H -5.169 0.213 1.016 -0.06 0.03 0.04 0.1084
H -3.865 0.128 -0.166 0.00 0.02 -0.02 0.0972
H -3.370 0.637 2.691 0.09 -0.01 0.01 0.0618
H -3.356 1.761 1.510 0.06 -0.01 0.03 0.0733
C -1.919 3.484 -3.521 0.00 -0.04 0.01 -0.0853
C -0.782 3.382 -2.728 -0.03 -0.05 0.00 -0.0798
C -0.350 2.135 -2.298 -0.11 0.00 -0.09 -0.1279
C -1.044 0.975 -2.663 0.06 0.20 0.28 -0.3350
C -2.188 1.090 -3.451 0.01 0.11 0.02 -0.0971
C -2.619 2.340 -3.881 0.02 0.00 0.03 -0.0803
Ge -0.366 -0.758 -2.091 -0.14 -0.46 -1.14 0.9939
C -1.576 -2.144 -2.772 -0.15 -0.03 0.17 -0.3239
C -1.142 -3.092 -3.700 -0.11 -0.02 0.03 -0.1002
C -2.019 -4.051 -4.198 0.01 0.03 0.03 -0.0835
C -3.340 -4.074 -3.776 0.03 0.02 0.01 -0.0892
C -3.788 -3.135 -2.854 0.08 0.03 0.00 -0.0819
C -2.910 -2.184 -2.351 0.04 -0.12 -0.14 -0.1344
C 1.328 -1.051 -3.038 0.08 -0.07 0.12 -0.3516
C 2.067 -2.215 -2.799 0.02 0.04 -0.07 -0.1509
C 3.251 -2.461 -3.479 -0.04 0.06 0.00 -0.0810
C 3.718 -1.540 -4.410 -0.05 0.01 0.03 -0.0868
C 2.994 -0.381 -4.657 -0.04 -0.01 0.05 -0.0865
C 1.808 -0.135 -3.973 0.11 -0.07 0.01 -0.0969
H -2.259 4.455 -3.857 0.00 0.00 0.00 0.1022
H -0.235 4.272 -2.444 0.00 0.00 0.00 0.1051
H 0.545 2.068 -1.686 0.00 -0.01 0.00 0.0950
H -2.741 0.204 -3.741 0.02 0.01 0.00 0.0941
H -3.504 2.419 -4.501 0.01 0.01 0.01 0.1032
H -0.117 -3.082 -4.050 0.00 0.00 -0.01 0.0885
H -1.667 -4.777 -4.920 0.00 0.01 0.01 0.1019
H -4.021 -4.821 -4.165 0.00 0.01 0.00 0.1009
H -4.820 -3.147 -2.524 0.02 0.00 0.00 0.1026
H -3.260 -1.476 -1.613 0.00 0.01 0.01 0.0724
H 1.715 -2.940 -2.072 -0.01 0.01 -0.01 0.1034
H 3.811 -3.367 -3.283 0.00 0.01 0.00 0.1042
H 4.643 -1.726 -4.941 0.00 0.00 0.00 0.1021
H 3.352 0.337 -5.385 0.00 -0.01 0.00 0.1044
H 1.256 0.776 -4.175 -0.01 -0.01 0.00 0.0977
```
Forces are in eV/Å.

Computed properties:
multiplicity = 2
HOMO (spin up / spin down) = -6.64 / -6.64 eV
charge = 0
relative energy (zero: lowest compared OMol25 entry of this formula, charge and spin) = 0.2201 eV
HOMO-LUMO gap (spin up / spin down) = 6.80 / 5.36 eV